The following is a quantum chemistry calculation of a structure of composition C44H43N3O6S3SiSr, from the OMol25 dataset.

Positions of all 101 atoms, in Å:
Sr1 -0.44732 -0.05083 -0.07156
C1 -4.68537 -0.00446 -5.21537
Si1 -2.85937 -0.15472 -5.58512
C2 -2.61729 -0.99581 -7.25137
C3 -2.10131 1.54780 -5.78705
C4 -2.05901 -1.25978 -4.29069
C5 -1.79361 -2.58487 -4.60489
C6 -1.19942 -3.44368 -3.68416
C7 -0.85505 -2.91567 -2.45907
N1 -1.10721 -1.65347 -2.11084
C8 -1.73937 -0.83369 -2.97605
S1 -2.18159 0.75790 -2.40498
H1 -5.20497 0.59479 -5.96700
H2 -4.81862 0.47042 -4.24092
H3 -5.15536 -0.98967 -5.17815
H4 -3.05586 -0.36731 -8.03187
H5 -3.08335 -1.98054 -7.32810
H6 -1.55292 -1.10764 -7.47564
H7 -2.49250 1.99175 -6.70748
H8 -1.01447 1.49585 -5.88102
H9 -2.33952 2.19512 -4.94331
H10 -2.03849 -2.96551 -5.59163
H11 -0.99332 -4.47869 -3.91924
H12 -0.34991 -3.52109 -1.71263
C9 3.40038 -3.16492 0.74357
C10 2.24143 -2.37756 0.69763
N2 1.96005 -1.55395 -0.29591
C11 2.83033 -1.47621 -1.32933
C12 4.01699 -2.22898 -1.36961
C13 4.28918 -3.08667 -0.29093
C14 4.90740 -2.11748 -2.48846
C15 4.61997 -1.29897 -3.51775
C16 3.41808 -0.51612 -3.51930
C17 3.08987 0.33627 -4.58602
C18 1.92984 1.05560 -4.53208
C19 1.10301 0.92199 -3.40589
N3 1.38211 0.12998 -2.38976
C20 2.52298 -0.58793 -2.43793
H13 3.56705 -3.81550 1.59124
H14 1.51445 -2.41123 1.50048
H15 5.19769 -3.67785 -0.29847
H16 5.81299 -2.71208 -2.48598
H17 5.28968 -1.21720 -4.36538
H18 3.76017 0.40871 -5.43465
H19 1.63524 1.71913 -5.33384
H20 0.16667 1.46437 -3.33875
O1 -1.02555 1.94481 1.44342
S2 -1.97767 2.88484 2.11409
C21 -0.95845 4.34780 2.54167
C22 0.28955 4.46747 1.66634
C23 1.50102 3.79306 2.31698
C24 2.71842 3.68349 1.40357
S3 2.77444 2.13741 0.43724
O2 1.36294 1.87782 0.02216
C25 3.17118 1.01731 1.77163
C26 4.50491 0.68202 1.96025
C27 4.84354 -0.20762 2.96913
C28 3.84965 -0.76499 3.76540
C29 2.51675 -0.44229 3.54957
C30 2.17192 0.45451 2.54852
C31 -2.94302 3.60210 0.79280
C32 -2.45996 3.58462 -0.50553
C33 -3.24553 4.10888 -1.52082
C34 -4.49115 4.64921 -1.22970
C35 -4.96792 4.65419 0.07489
C36 -4.19577 4.11681 1.09373
H21 -0.68831 4.21860 3.59252
H22 -1.62221 5.20872 2.47512
H23 0.50157 5.52626 1.49938
H24 0.10977 4.01219 0.69270
H25 1.20435 2.79890 2.65711
H26 1.78720 4.35295 3.21143
H27 3.66063 3.72503 1.95008
H28 2.73525 4.47956 0.65504
H29 5.26967 1.09908 1.31462
H30 5.88029 -0.47776 3.12096
H31 4.11519 -1.46875 4.54385
H32 1.72889 -0.89864 4.13270
H33 1.12760 0.67712 2.36891
H34 -1.50857 3.11872 -0.72850
H35 -2.89159 4.06753 -2.54239
H36 -5.10442 5.04681 -2.02776
H37 -5.94966 5.05236 0.29438
H38 -4.56908 4.07981 2.11065
O3 -2.27356 -1.18001 1.24020
C37 -1.47338 -1.70109 2.05189
O4 -0.22991 -1.43286 2.07108
C38 -1.99638 -2.69890 3.04866
C39 -3.34227 -3.03058 3.03984
C40 -3.87110 -3.95674 3.94344
C41 -2.99237 -4.51689 4.83598
O5 -3.25134 -5.44573 5.80742
C42 -2.01489 -5.66677 6.48525
O6 -1.00582 -4.90303 5.82844
C43 -1.64921 -4.18910 4.84646
C44 -1.11624 -3.28624 3.96812
H39 -3.97572 -2.55029 2.30714
H40 -4.91849 -4.22424 3.94213
H41 -1.75965 -6.72680 6.43562
H42 -2.10641 -5.33626 7.52306
H43 -0.06743 -3.02588 3.96102

Cartesian forces, eV/Å:
Sr 0.26 0.13 -0.48
C -0.04 0.06 0.04
Si -0.07 0.00 0.06
C -0.04 -0.01 -0.06
C 0.01 0.04 0.04
C 0.09 -0.06 -0.04
C 0.10 0.00 -0.06
C 0.02 -0.02 0.00
C 0.02 0.14 -0.01
N -0.10 -0.02 0.08
C -0.10 0.03 0.02
S -0.02 -0.05 0.06
H 0.01 0.00 -0.01
H -0.01 -0.01 -0.01
H 0.00 0.00 -0.01
H 0.02 -0.02 0.00
H -0.01 0.03 0.03
H -0.02 -0.01 -0.01
H 0.01 0.02 0.01
H 0.03 -0.02 0.00
H 0.01 -0.04 -0.05
H 0.01 0.02 0.04
H 0.00 0.00 0.00
H 0.00 0.00 0.02
C -0.03 -0.01 0.05
C 0.00 0.05 -0.05
N 0.03 -0.06 0.03
C -0.02 0.00 0.05
C -0.05 0.03 0.00
C 0.04 -0.01 -0.03
C 0.03 -0.01 0.01
C 0.01 0.02 -0.02
C 0.00 -0.03 0.05
C 0.05 -0.01 -0.01
C -0.06 0.05 0.01
C 0.07 -0.05 0.06
N -0.01 0.02 -0.08
C -0.05 0.02 0.01
H 0.02 0.00 -0.01
H -0.01 0.01 -0.01
H 0.00 0.00 0.00
H 0.00 0.00 0.00
H -0.01 0.00 0.00
H -0.01 0.00 0.00
H 0.01 0.00 -0.01
H -0.02 0.01 0.01
O 0.01 -0.16 0.18
S -0.04 0.06 -0.13
C 0.03 -0.06 0.05
C 0.03 0.01 0.00
C -0.12 -0.05 0.04
C -0.05 0.01 -0.11
S 0.08 0.14 -0.04
O 0.06 -0.07 0.10
C -0.08 -0.01 0.00
C 0.04 -0.03 0.01
C -0.02 0.01 0.00
C -0.01 0.01 -0.02
C 0.03 0.02 -0.04
C -0.05 -0.05 0.03
C 0.02 0.05 0.02
C -0.01 -0.07 -0.02
C -0.03 0.02 0.00
C 0.03 -0.01 0.00
C 0.02 -0.01 0.00
C 0.01 0.03 0.03
H -0.01 -0.02 -0.01
H -0.02 0.01 -0.04
H 0.02 0.00 -0.02
H -0.01 -0.01 -0.02
H 0.02 0.06 0.00
H -0.01 0.00 0.00
H 0.04 -0.05 0.01
H -0.02 0.00 0.01
H -0.01 0.00 0.00
H 0.00 0.00 0.01
H 0.00 0.00 0.00
H 0.00 -0.01 0.03
H 0.01 0.00 -0.02
H 0.00 0.01 0.01
H 0.00 0.00 0.00
H 0.00 0.00 0.00
H 0.00 0.00 0.00
H -0.01 0.01 0.00
O 0.02 -0.17 0.19
C -0.04 0.17 -0.08
O -0.10 -0.06 0.13
C 0.00 0.01 0.00
C -0.03 -0.02 0.01
C -0.01 0.02 -0.02
C -0.02 0.02 -0.02
O 0.01 -0.07 0.06
C 0.00 0.03 -0.04
O 0.00 -0.07 0.06
C 0.01 0.04 -0.02
C 0.03 0.01 -0.02
H 0.00 0.00 0.00
H 0.00 0.00 0.00
H 0.00 0.00 -0.01
H 0.00 0.02 0.00
H 0.00 0.00 0.01

## Properties
frontier orbital gap: 6.81 eV
E_tot: -3833.181401 hartree
lowest unoccupied orbital energy: 0.16 eV
energy above the lowest of the compared OMol25 structures with the same formula, charge and spin: 0.098 eV